{"formula": "C23H15F9IN2O2V", "method": "wB97M-V/def2-TZVPD", "elements": ["V", "C", "N", "C", "C", "C", "N", "C", "C", "F", "C", "F", "C", "C", "F", "C", "F", "H", "H", "H", "H", "H", "H", "H", "H", "H", "H", "H", "F", "C", "C", "C", "F", "C", "F", "C", "F", "C", "F", "I", "C", "C", "C", "C", "C", "C", "C", "O", "O", "H", "H", "H", "H"], "xyz": [[0.0718, 0.2592, 0.9157], [-0.9747, 2.5966, 2.2196], [-0.6896, 2.0257, 0.8782], [-1.8627, 2.2133, -0.0132], [0.5521, 2.6169, 0.2932], [1.8134, 2.1346, 1.0317], [1.7457, 0.6884, 1.2331], [2.8750, -0.0594, 1.5187], [2.7514, -1.4464, 1.4148], [1.5461, -1.8910, 0.9898], [3.7751, -2.3125, 1.7171], [3.5921, -3.6131, 1.5729], [4.9826, -1.8075, 2.1693], [5.1296, -0.4383, 2.3013], [6.2618, 0.0672, 2.7479], [4.1020, 0.4353, 1.9742], [4.2788, 1.7429, 2.1486], [-1.1450, 3.6717, 2.1314], [-1.8697, 2.1363, 2.6302], [-0.1439, 2.4363, 2.9059], [-2.1220, 3.2712, -0.0794], [-1.6485, 1.8402, -1.0136], [-2.7171, 1.6720, 0.3917], [0.6155, 2.3114, -0.7533], [0.5039, 3.7065, 0.3248], [2.6739, 2.3963, 0.4159], [1.9460, 2.6356, 1.9929], [5.7970, -2.4747, 2.4199], [-2.4392, -1.4035, 1.4080], [-1.7448, -1.3513, 2.5431], [-0.5444, -0.6239, 2.5618], [0.1236, -0.5650, 3.7949], [1.2271, 0.1789, 3.9079], [-0.3370, -1.2034, 4.9241], [0.3173, -1.1223, 6.0612], [-1.5277, -1.9293, 4.8496], [-1.9832, -2.5305, 5.9066], [-2.2461, -1.9909, 3.6555], [-3.3880, -2.6396, 3.6051], [1.2509, -6.6697, -3.6064], [0.8539, -4.7352, -2.9066], [0.0067, -4.5632, -1.8129], [-0.2364, -3.2915, -1.3387], [0.3604, -2.1901, -1.9642], [1.1974, -2.3714, -3.0711], [1.4425, -3.6427, -3.5429], [0.1785, -0.8485, -1.4542], [0.6382, 0.1809, -1.9079], [-0.5230, -0.6836, -0.2728], [-0.4555, -5.4183, -1.3409], [-0.8973, -3.1476, -0.4927], [1.6409, -1.5063, -3.5463], [2.0884, -3.7878, -4.3971]], "forces_ev_per_angstrom": [[-0.1, 0.1, 3.5], [-0.1, 0.2, 0.5], [-0.6, 0.9, 0.0], [-0.4, 0.0, -0.4], [0.5, 0.2, -0.3], [0.0, 0.7, 0.1], [0.6, -0.1, -0.1], [0.8, -0.7, 0.3], [-0.1, 0.3, 0.0], [0.0, 0.0, -0.1], [0.1, 0.1, 0.0], [0.0, -0.1, 0.0], [0.0, 0.0, 0.0], [-0.1, -0.1, -0.1], [0.0, 0.0, 0.0], [-0.2, 0.1, 0.0], [0.0, 0.0, 0.0], [0.0, 0.0, -0.2], [0.0, -0.1, -0.1], [0.0, -0.1, -0.1], [0.1, 0.0, 0.1], [0.1, 0.0, 0.1], [0.1, 0.0, 0.1], [-0.1, 0.0, 0.0], [-0.1, 0.0, 0.1], [0.0, -0.1, -0.1], [-0.1, -0.1, 0.0], [0.0, 0.0, 0.0], [-0.1, -0.1, 0.1], [0.0, 0.1, -0.2], [0.2, 0.5, -0.1], [0.1, 0.2, 0.0], [0.0, -0.1, 0.1], [0.0, 0.0, -0.2], [0.0, 0.0, 0.1], [0.0, 0.1, -0.2], [-0.1, -0.1, 0.2], [0.1, 0.0, -0.1], [-0.1, -0.1, 0.0], [-0.1, 0.4, 0.1], [0.1, -0.5, -0.2], [0.0, 0.0, 0.0], [0.0, 0.0, 0.0], [-0.3, -0.1, 0.4], [0.0, 0.1, -0.1], [0.0, 0.1, 0.0], [1.6, 0.3, -2.3], [-0.4, -0.4, 0.4], [-1.5, -1.6, -1.4], [0.0, 0.0, 0.0], [0.0, 0.0, 0.0], [0.0, 0.0, 0.0], [0.0, 0.0, 0.0]], "largest_force_ha_per_bohr": 0.067, "total_energy_ha": -3285.23721, "charge": 2, "de_lowest_kj_mol": 103.0, "orbital_gap_ev": [4.248, 4.209]}